No. 1
Entry from the Open Molecules 2025 dataset: C8H16N2O3 as an isolated structure at a distorted geometry (ωB97M-V/def2-TZVPD).

Last column: Mulliken charge in e.
CARTESIAN COORDINATES (ANGSTROEM)
C 2.384 0.464 -2.507  -0.46
C 1.193 -0.375 -2.092  0.53
C -0.325 -0.431 -0.224  -0.35
C -1.599 -0.773 -1.187  0.59
C -0.734 0.327 0.973  -1.38
C -1.191 -0.292 2.194  0.46
C -1.519 0.921 3.187  -1.09
C -0.255 -1.434 2.712  -0.85
H 1.830 2.210 -4.100  0.29
H 2.957 2.405 -2.706  0.27
H 2.645 0.029 -3.564  0.30
H 3.233 0.414 -1.859  0.33
H 0.296 1.351 -1.270  0.46
H 0.110 -1.428 0.038  0.30
H -1.488 1.161 0.866  0.47
H 0.230 0.855 1.385  0.38
H -2.044 -0.872 1.889  0.31
H -1.800 0.531 4.168  0.40
H -2.444 1.341 2.444  0.31
H -0.553 1.505 3.401  0.26
H -0.405 -1.422 4.033  0.26
H 0.994 -1.039 2.408  0.20
H -0.597 -2.679 2.198  0.23
H -0.503 -1.801 -2.501  0.41
N 1.973 1.974 -2.884  -0.71
N 0.645 0.148 -1.053  -0.11
O 1.001 -1.571 -2.626  -0.72
O -2.583 -0.101 -0.883  -0.55
O -1.453 -1.418 -2.441  -0.54

LUMO energy: 0.283 eV
HOMO-LUMO gap: 9.88 eV
spin multiplicity: 1

=====

No. 2
Entry from the Open Molecules 2025 dataset: C39H38Br2GeN8S2Sc as an isolated structure (ωB97M-V/def2-TZVPD).

Last column: Mulliken charge in e.
CARTESIAN COORDINATES (ANGSTROEM)
Sc -0.444 0.286 -1.660  -0.71
C -3.816 3.113 -1.932  -1.97
C -2.809 2.022 -2.101  0.43
N -1.527 2.111 -1.664  2.10
N -1.154 3.374 -1.236  -1.28
C 0.041 3.517 -0.833  0.00
N 0.490 4.693 -0.299  -0.30
S 1.248 2.182 -0.853  -0.17
C -3.130 0.825 -2.787  0.76
C -4.424 0.516 -3.260  -1.19
C -4.631 -0.636 -3.966  -0.56
C -3.551 -1.510 -4.211  -1.11
C -2.327 -1.186 -3.700  -0.14
N -2.097 -0.057 -2.994  0.54
H -3.385 3.958 -1.407  0.40
H -4.183 3.457 -2.901  0.41
H -4.679 2.752 -1.368  0.39
H -0.154 5.467 -0.366  0.23
H 1.459 4.926 -0.446  0.28
H -5.238 1.200 -3.068  0.48
H -5.617 -0.877 -4.337  0.45
H -3.681 -2.420 -4.776  0.46
H -1.473 -1.841 -3.840  0.53
Br 3.172 0.238 -7.500  -0.08
C 2.211 0.299 -5.900  -0.25
C 1.189 1.222 -5.729  -0.94
C 0.503 1.210 -4.532  -0.41
N 0.792 0.364 -3.538  0.83
C 1.788 -0.520 -3.701  0.25
C 2.514 -0.589 -4.877  -0.95
C 2.024 -1.440 -2.556  1.25
C 3.129 -2.268 -2.497  -0.94
C 3.242 -3.155 -1.435  -0.50
Br 4.722 -4.288 -1.318  -0.06
C 2.253 -3.193 -0.469  -0.90
C 1.206 -2.300 -0.577  -0.02
N 1.082 -1.433 -1.588  0.80
H 0.927 1.923 -6.507  0.50
H -0.314 1.898 -4.351  0.57
H 3.291 -1.324 -5.019  0.52
H 3.897 -2.235 -3.254  0.49
H 2.298 -3.881 0.362  0.61
H 0.422 -2.277 0.169  0.24
C -2.649 -4.040 1.117  -0.89
N -2.550 -2.829 1.903  0.17
C -2.825 -2.843 3.343  -0.70
C -2.696 -1.360 3.744  -0.72
N -2.288 -0.740 2.483  0.29
C -2.292 -1.602 1.466  0.28
S -2.137 -1.176 -0.185  -0.42
H -3.662 -4.440 1.171  0.33
H -1.953 -4.787 1.502  0.32
H -2.410 -3.815 0.082  0.28
H -2.106 -3.485 3.853  0.37
H -3.824 -3.239 3.524  0.41
H -1.947 -1.199 4.518  0.39
H -3.642 -0.945 4.088  0.42
H -2.195 0.254 2.344  -0.29
C 3.085 3.538 1.675  -1.27
Ge 1.842 2.070 1.411  1.48
C 0.215 2.346 2.430  0.72
C -1.065 2.117 1.929  -0.13
C -2.186 2.453 2.675  -0.74
C -2.040 2.992 3.948  -0.73
C -0.771 3.208 4.464  -0.94
C 0.349 2.901 3.703  -0.93
C 2.834 0.396 1.463  0.90
C 4.050 0.440 0.822  -0.62
C 4.969 -0.629 0.898  -1.23
C 4.667 -1.725 1.652  -0.87
C 3.420 -1.824 2.317  1.01
C 3.091 -2.981 3.067  -0.93
C 1.871 -3.101 3.667  -1.12
C 0.930 -2.055 3.552  -0.60
C 1.225 -0.920 2.851  -0.22
C 2.480 -0.768 2.209  0.27
H 3.672 3.352 2.576  0.48
H 2.546 4.475 1.796  0.37
H 3.774 3.622 0.836  0.45
H -1.206 1.698 0.940  0.67
H -3.177 2.318 2.255  0.57
H -2.914 3.258 4.528  0.45
H -0.651 3.633 5.451  0.47
H 1.332 3.107 4.114  0.47
H 4.341 1.321 0.260  0.34
H 5.920 -0.556 0.389  0.49
H 5.377 -2.537 1.752  0.50
H 3.829 -3.770 3.154  0.46
H 1.631 -3.985 4.244  0.48
H -0.025 -2.145 4.052  0.44
H 0.494 -0.121 2.793  0.01

charge: +2
LUMO energy (spin up / spin down): -5.744 / -5.737 eV
HOMO-LUMO gap (spin up / spin down): 4.97 / 7.23 eV
expectation value of S²: 0.761
spin multiplicity: 2

=====

Short version: energy above the lowest of the compared OMol25 structures with the same formula, charge and spin = 782.5, 0.0 kJ/mol, in the order given.
Short version: DFT total energy = -649.42086, -10728.80092 Ha, in the order given.